ORCA calculation (the ωB97M-V functional and the def2-TZVPD basis) on a molecular structure, C25H24BI2N8O3Ta.

```
64
Properties=species:S:1:pos:R:3
Ta 0.0352 0.3038 0.1426
C -0.4072 -3.4663 2.4009
C -0.4787 -2.7396 1.2313
N -0.1877 -1.4390 1.4643
N 0.0518 -1.3441 2.8008
C -0.0716 -2.5385 3.3729
B 0.1210 0.0202 3.4699
N 1.3128 0.8361 2.9218
C 2.1492 1.5577 3.6626
C 2.7768 2.4997 2.8623
C 2.2519 2.2870 1.6082
N 1.3586 1.2690 1.6220
N -1.1523 0.7606 3.0346
C -2.0601 1.3906 3.7764
C -2.9514 2.0408 2.9383
C -2.4993 1.7592 1.6659
N -1.3996 0.9752 1.7115
H -0.5839 -4.5195 2.5271
H -0.7277 -3.0967 0.2494
H 0.0764 -2.6474 4.4350
H 0.1968 -0.0782 4.6504
H 2.2303 1.3686 4.7210
H 3.5102 3.2311 3.1520
H 2.4624 2.8274 0.7032
H -2.0111 1.3399 4.8521
H -3.8079 2.6296 3.2147
H -2.9343 2.0720 0.7352
C -0.6771 4.3645 -1.4238
O -2.0699 4.1853 -1.1610
C -2.6854 3.0543 -1.5567
C -3.9782 3.1774 -2.0601
C -4.7386 2.0735 -2.4208
C -4.2172 0.8030 -2.2998
C -2.9351 0.6346 -1.7640
C -2.3206 -0.6511 -1.7774
N -1.1792 -0.9258 -1.2152
N -0.5878 -2.0772 -1.7155
C 0.6813 -2.0452 -1.4757
O 1.1658 -1.0044 -0.7887
C 1.5858 -3.1024 -1.9124
C 2.9636 -2.9566 -1.7663
C 3.8117 -3.9605 -2.1990
C 3.2872 -5.1122 -2.7695
C 1.9124 -5.2635 -2.9108
C 1.0588 -4.2619 -2.4884
C -2.1785 1.7627 -1.3881
O -0.9629 1.5592 -0.8204
H -0.5138 5.4379 -1.4362
H -0.4117 3.9505 -2.3990
H -0.0682 3.9164 -0.6387
H -4.3746 4.1798 -2.1599
H -5.7342 2.2188 -2.8159
H -4.7847 -0.0638 -2.6118
H -2.7604 -1.4302 -2.3941
H 3.3620 -2.0648 -1.3042
H 4.8822 -3.8482 -2.0909
H 3.9516 -5.8977 -3.1043
H 1.5098 -6.1638 -3.3544
H -0.0110 -4.3675 -2.6060
I 4.6523 0.1475 0.1007
C 4.1041 1.3721 -1.5199
I 2.0168 1.8329 -1.8165
H 4.3991 0.8895 -2.4438
H 4.5843 2.3376 -1.4180
```

**HOMO-LUMO gap**: 6.4344 eV
**Multiplicity**: 1
**LUMO level**: -7.395 eV
**DFT total energy**: -62797.1000 eV
**Energy above the lowest of the compared OMol25 structures with the same formula, charge and spin**: 8.5 kcal/mol
**E_HOMO**: -13.83 eV
**Charge**: +2